Record 1
Formula: C28H41NO22S3
Source: OMol25
Level of theory: the ωB97M-V functional and the def2-TZVPD basis

Atoms and positions in Å:
O  -1.538760  0.489290  -2.876827
N  -1.270060  1.497839  -2.316613
O  -1.202659  2.539676  -2.889732
C  -1.233040  1.419023  -0.843970
C  -1.253815  0.229989  -0.128318
C  -1.255612  0.257247  1.276800
C  -1.365330  1.456074  1.924202
C  -1.222948  2.689533  1.193933
C  -1.082123  2.589901  -0.216489
H  -1.279391  -0.731891  -0.618757
H  -1.273530  -0.674588  1.822465
H  -1.504182  1.377135  2.992325
H  -1.198728  3.531007  1.870493
H  -1.107963  3.534457  -0.739506
O  0.852097  -8.171508  -0.945669
S  1.042462  -8.042684  0.496701
O  2.439388  -8.268680  0.972350
O  0.535813  -6.540974  1.008868
C  -0.119511  -6.718837  2.212912
C  -0.842839  -8.072820  2.204514
O  -0.002174  -8.853055  1.354503
H  0.331332  -6.935720  3.181307
H  -0.853646  -5.913546  2.187635
H  -1.854351  -7.948221  1.817963
H  -0.955904  -8.564169  3.170891
O  -1.869688  11.356434  7.310014
S  -1.399984  11.042541  5.973563
O  -1.942738  11.661523  4.752586
O  0.273978  10.914838  5.861771
C  0.691168  9.915778  6.731123
C  -0.300008  8.792332  6.390903
O  -1.329185  9.415520  5.662022
H  1.721816  9.720617  6.434837
H  0.499867  10.232721  7.756327
H  -0.485314  8.253653  7.320194
H  0.170259  8.016240  5.787061
O  2.985065  10.498521  -3.046707
S  2.136692  9.867003  -4.069232
O  1.060279  10.666433  -4.600235
O  2.889286  9.128294  -5.283765
C  3.238509  7.755676  -5.009898
C  1.962915  7.368084  -4.292301
O  1.481265  8.454680  -3.501728
H  3.241432  7.277467  -5.989394
H  4.217483  7.568273  -4.568762
H  2.197276  6.429731  -3.789627
H  1.176523  7.201183  -5.028398
O  -5.551511  -6.397870  -7.521997
C  -4.812360  -6.358080  -6.511593
C  -4.353144  -5.218979  -5.620128
C  -3.360764  -5.819512  -4.728523
C  -3.573955  -7.246982  -4.804301
O  -4.465758  -7.544662  -5.838862
H  -4.113960  -4.266107  -6.092258
H  -5.292225  -5.131470  -5.073705
H  -2.370557  -5.644341  -5.149124
H  -3.502040  -5.462610  -3.708353
H  -2.581568  -7.696857  -4.833907
H  -3.937690  -7.621645  -3.847524
O  5.628225  -4.509482  2.788257
C  5.700843  -3.574400  1.952284
C  5.094979  -2.299263  2.041681
C  5.912276  -1.392725  1.062767
C  6.621864  -2.398745  0.241408
O  6.605603  -3.626027  0.871358
H  4.011344  -2.183030  2.059924
H  5.341683  -2.001122  3.060670
H  5.249951  -0.729794  0.506045
H  6.559248  -0.741795  1.650819
H  6.193401  -2.384389  -0.760745
H  7.694027  -2.205491  0.276482
O  -0.196181  -2.331599  -10.511973
C  -0.517554  -1.156483  -10.288341
C  -1.418182  -0.740335  -9.280879
C  -1.257630  0.803339  -9.454622
C  -0.626125  1.068403  -10.853479
O  -0.075431  -0.199200  -11.155687
H  -2.467973  -0.901119  -9.526201
H  -1.185408  -1.177209  -8.309765
H  -2.096455  1.438940  -9.170929
H  -0.501851  1.184988  -8.768160
H  -1.410922  1.466890  -11.496440
H  0.175472  1.796859  -10.975534
O  -0.374032  -2.029391  8.535558
C  -0.854310  -2.646859  9.508525
C  -0.691169  -2.153554  10.922461
C  -1.712708  -3.045006  11.639609
C  -2.043628  -4.225822  10.681577
O  -1.779526  -3.630055  9.420320
H  0.314307  -2.229403  11.336414
H  -0.970265  -1.101179  10.870417
H  -1.455468  -3.375575  12.645913
H  -2.628155  -2.488301  11.839931
H  -1.269804  -4.968436  10.876029
H  -3.056335  -4.616533  10.582248

Forces on atoms 1 to 6 (eV/Å):
O -0.18 -2.92 -1.04
N -1.05 -0.41 0.95
O 0.76 2.22 -0.11
C 0.84 -1.03 -0.15
C 0.06 -0.61 0.23
C -0.49 -0.37 -1.70

Values from the calculation:
E_tot: -3995.7596 hartree
SMILES: O=[N+]([O-])c1ccccc1.O=S1(=O)OCCO1.O=S1(=O)OCCO1.O=S1(=O)OCCO1.O=C1CCCO1.O=C1CCCO1.O=C1CCCO1.O=C1CCCO1
LUMO level: -0.0240 Eh
multiplicity: 1

***

Record 2
Formula: C28H42BrI2N5O2S2SiTa
Source: OMol25
Level of theory: the ωB97M-V functional and the def2-TZVPD basis

Atoms and positions in Å:
Ta  0.298595  -0.553269  0.433730
N  3.931278  -0.043013  7.831070
C  3.334905  -0.093950  6.642603
C  3.890885  0.591198  5.528352
C  3.287010  0.537264  4.309430
C  2.101064  -0.213108  4.172131
C  1.517465  -0.891267  5.265266
C  2.128694  -0.831312  6.477260
S  1.353093  -0.270315  2.703796
O  1.903851  0.610087  1.628338
O  1.348064  -1.615981  1.989342
N  -0.246081  -0.058342  2.500194
C  -0.851970  1.160929  2.963634
N  -0.181780  1.845879  3.866979
C  -0.764913  2.953955  4.325435
C  -2.004829  3.365225  3.870157
C  -2.593289  2.577501  2.896936
N  -2.019765  1.468331  2.427303
H  4.785954  0.469757  7.967654
H  3.554337  -0.526353  8.628940
H  4.801659  1.160759  5.655642
H  3.701556  1.065838  3.461860
H  0.595295  -1.446115  5.145513
H  1.699999  -1.345925  7.326829
H  -0.214633  3.516467  5.069667
H  -2.482192  4.257352  4.245857
H  -3.555362  2.838355  2.471783
I  -0.444686  -3.404914  0.295544
C  -1.614312  -3.569169  -1.496568
I  -1.215326  -2.053550  -2.911725
H  -2.653908  -3.539126  -1.192468
H  -1.344062  -4.533691  -1.912820
S  -0.150748  1.466818  -0.732716
C  -1.810004  0.865352  -0.549916
C  -2.971356  1.486029  -0.939429
C  -4.166898  0.852704  -0.621665
C  -4.164858  -0.345697  0.088803
C  -2.960943  -0.908910  0.435570
N  -1.804101  -0.322249  0.078140
H  -2.943380  2.434113  -1.457759
H  -5.106321  1.305737  -0.912331
H  -5.087980  -0.828919  0.374181
H  -2.892933  -1.828549  1.000364
C  2.276699  -1.591735  -5.250511
C  2.804489  -0.226760  -4.802642
C  1.587554  0.607557  -4.365579
C  3.493511  0.459887  -6.014679
Si  4.179986  -0.305700  -3.522075
Br  2.236036  -1.057748  -1.046814
C  4.879741  1.284148  -2.793099
C  5.240826  1.145022  -1.303562
C  6.178845  1.506796  -3.614593
C  3.998187  2.529984  -2.925414
C  5.191689  -1.873066  -3.420118
C  4.359051  -3.152332  -3.249832
C  5.852508  -1.868857  -4.830212
C  6.300386  -1.884399  -2.360664
H  1.551085  -1.427414  -6.052521
H  1.764835  -2.116482  -4.441108
H  3.051812  -2.242193  -5.652794
H  0.884227  0.636131  -5.204331
H  1.831832  1.631360  -4.118885
H  1.071515  0.159622  -3.514933
H  2.758476  0.535415  -6.820642
H  4.335144  -0.116027  -6.403359
H  3.834908  1.470660  -5.796435
H  5.916314  0.320753  -1.098373
H  4.352595  1.031859  -0.680191
H  5.743353  2.064895  -0.992499
H  6.907111  0.707442  -3.483326
H  6.644905  2.429307  -3.258155
H  5.990006  1.634501  -4.682180
H  3.076589  2.442691  -2.347234
H  3.748093  2.773043  -3.954740
H  4.556327  3.380048  -2.523980
H  3.598512  -3.274470  -4.017869
H  3.882053  -3.200460  -2.270966
H  5.036426  -4.006870  -3.321472
H  5.132503  -1.972769  -5.641882
H  6.523825  -2.730196  -4.880958
H  6.463128  -0.981504  -5.012518
H  5.900040  -1.907407  -1.346875
H  6.987430  -1.044489  -2.449783
H  6.888577  -2.794570  -2.499699

Forces on atoms 1 to 6 (eV/Å):
Ta -0.37 -0.27 0.10
N -0.02 -0.01 -0.04
C 0.02 0.01 0.01
C 0.01 0.00 -0.01
C 0.01 0.06 0.06
C 0.01 -0.04 0.02

Values from the calculation:
total charge: +3
E_tot: -5827.8630 hartree
LUMO level: -0.3585 Eh
multiplicity: 1

***

Record 3
Formula: C28H42BrMnN3P2
Source: OMol25
Level of theory: the ωB97M-V functional and the def2-TZVPD basis

Atoms and positions in Å:
C  3.000977  5.023817  -0.540316
C  1.803621  4.669742  -1.174535
C  1.863344  4.176316  -2.476482
C  3.050996  4.358644  -3.184391
N  4.157774  4.863330  -2.640682
C  4.132435  5.166940  -1.340245
C  0.565530  4.637685  -0.457477
C  -0.354499  4.167835  0.213386
C  -1.293804  3.476751  1.060000
C  -0.798222  2.506933  1.948487
C  -1.685781  1.616757  2.548791
C  -2.910409  1.545694  1.889166
C  -3.530408  2.523679  1.133974
C  -2.676428  3.615744  0.891090
Mn  -1.866604  -0.394345  1.762291
P  1.209100  -0.378906  0.452603
H  1.092575  3.571560  -2.906844
H  3.107763  5.095645  0.523513
H  3.116489  4.074668  -4.227800
H  5.063469  5.534097  -0.924612
H  -3.032182  4.514830  0.412652
H  0.240145  2.490603  2.227817
H  -4.549720  2.527679  0.710250
H  -1.291234  0.831278  3.224692
C  2.054444  -2.023737  0.590021
C  3.343886  -2.321982  -0.177734
H  1.291567  -2.759517  0.286973
H  2.235956  -2.184374  1.665128
H  3.623645  -3.372644  -0.001452
H  3.239071  -2.201976  -1.263432
H  4.195749  -1.713869  0.153057
C  1.517372  0.172256  -1.296016
C  2.918578  0.559362  -1.755645
H  0.868213  1.054039  -1.404857
H  1.107132  -0.607646  -1.955067
H  2.926185  0.655714  -2.850115
H  3.232913  1.536949  -1.366967
H  3.685315  -0.179487  -1.497651
C  2.328314  0.771254  1.378222
C  3.831209  0.520126  1.399992
H  1.954595  0.753539  2.413712
H  2.126125  1.776354  0.974230
H  4.300514  1.300468  2.012424
H  4.090652  -0.444775  1.851799
H  4.295741  0.588968  0.408905
Br  -4.142140  -0.909656  1.903290
P  -1.841351  -1.755511  -1.050184
C  -0.692348  -2.570773  -2.265119
C  -1.143823  -3.887335  -2.856399
H  0.232152  -2.712588  -1.686691
H  -0.462550  -1.845271  -3.056922
H  -0.331270  -4.313083  -3.448192
H  -1.395045  -4.624728  -2.095102
H  -2.010283  -3.766039  -3.510252
C  -2.876286  -3.171529  -0.399813
C  -4.275333  -3.349438  -0.947897
H  -2.948456  -2.979673  0.682504
H  -2.297790  -4.095548  -0.504227
H  -4.855325  -3.979878  -0.265980
H  -4.815591  -2.406476  -1.048584
H  -4.281796  -3.838099  -1.926323
C  -2.937175  -0.653620  -2.072981
C  -3.344194  -1.111382  -3.462890
H  -2.353301  0.275028  -2.160702
H  -3.812913  -0.398127  -1.460380
H  -3.912770  -0.317890  -3.959816
H  -2.491848  -1.328587  -4.110085
H  -3.977828  -2.001153  -3.447258
N  -0.818714  -1.452426  5.800410
C  -0.421377  -2.688732  5.342735
C  -0.522996  -2.624189  3.971198
N  -1.037263  -1.353630  3.628405
C  -1.177755  -0.687476  4.780945
H  -0.883401  -1.111987  6.780927
H  -0.125817  -3.467915  5.982332
H  -0.216488  -3.337921  3.244281
H  -1.410998  0.369672  4.927924

Forces on atoms 1 to 6 (eV/Å):
C 0.21 0.16 -0.81
C 0.29 -0.21 0.11
C 0.81 0.46 -0.22
C 0.13 -0.22 0.47
N -0.24 0.36 0.01
C -0.15 -0.43 -0.22

Values from the calculation:
total charge: +2
E_tot: -5663.4023 hartree
LUMO level (spin up / spin down): -0.3289 / -0.3430 Eh
multiplicity: 6